No. 1
Computed, not measured: a 2-piece molecular cluster, C13H6Cl5O4S overall, with ωB97M-V with the def2-TZVPD basis set.

Net charge: -1
Spin multiplicity: 1
Relative energy (zero: lowest compared OMol25 entry of this formula, charge and spin) in kcal per mole: 28.2
Orbital gap in eV: 3.4
LUMO in eV: 0.38

Last column: Löwdin charge in e.
Cartesian coordinates (Å):
Cl: 3.126 -1.700 -6.357  0.74
C: 2.947 -1.564 -4.666  -0.61
C: 2.511 -2.583 -3.875  -0.60
Cl: 2.034 -4.090 -4.514  0.74
C: 2.400 -2.460 -2.389  -0.43
O: 2.125 -3.428 -1.683  0.06
C: 2.615 -1.087 -1.835  -0.66
Cl: 2.714 -1.050 -0.126  0.76
C: 3.287 -0.167 -2.610  -0.65
Cl: 3.878 1.292 -1.966  0.74
C: 3.437 -0.287 -4.083  -0.44
O: 3.913 0.617 -4.790  0.02
Cl: -0.147 0.126 -1.745  0.58
C: -0.647 0.671 -0.251  -0.87
S: -1.451 -0.383 0.885  0.54
C: -2.047 0.643 2.239  -0.28
C: -1.208 0.911 3.319  -0.06
C: -1.674 1.674 4.397  -0.09
C: -2.994 2.158 4.410  -0.10
C: -3.835 1.867 3.323  -0.09
C: -3.365 1.100 2.248  -0.06
O: -2.618 -0.976 0.305  -0.37
O: -0.429 -1.225 1.480  -0.39
H: -1.128 1.661 -0.257  0.00
H: -0.195 0.513 3.326  0.11
H: -1.003 1.897 5.233  0.10
H: -3.357 2.774 5.245  0.10
H: -4.863 2.245 3.311  0.10
H: -4.029 0.852 1.424  0.11

---

No. 2
Computed, not measured: one molecule with the formula C12H12N2, with ωB97M-V with the def2-TZVPD basis set.

Spin multiplicity: 1
Relative energy (zero: lowest compared OMol25 entry of this formula, charge and spin) in kcal per mole: 0.0
Orbital gap in eV: 8.6
LUMO in eV: 0.98
Structure (SMILES): Nc1ccccc1Nc1ccccc1

Last column: Löwdin charge in e.
Cartesian coordinates (Å):
N: -0.118 -1.703 -1.195  0.11
C: -0.971 -0.632 -1.383  -0.28
C: -2.226 -0.819 -1.956  -0.04
C: -3.098 0.238 -2.134  -0.10
C: -2.726 1.514 -1.751  -0.11
C: -1.489 1.716 -1.165  -0.03
C: -0.613 0.660 -0.954  -0.22
N: 0.661 0.903 -0.412  0.07
C: 1.173 0.315 0.733  -0.27
C: 2.463 0.661 1.142  -0.04
C: 3.028 0.072 2.255  -0.10
C: 2.321 -0.870 2.985  -0.11
C: 1.035 -1.203 2.595  -0.09
C: 0.457 -0.617 1.486  -0.04
H: -0.553 -0.868 1.205  0.11
H: 0.467 -1.922 3.168  0.10
H: 2.765 -1.331 3.854  0.10
H: 4.028 0.351 2.556  0.10
H: 3.017 1.398 0.577  0.11
H: 1.023 1.828 -0.601  0.14
H: -1.189 2.710 -0.861  0.11
H: -3.394 2.348 -1.903  0.10
H: -4.063 0.065 -2.586  0.10
H: -2.504 -1.813 -2.279  0.11
H: -0.304 -2.512 -1.766  0.10
H: 0.858 -1.473 -1.099  0.09

---

No. 3
Computed, not measured: a 9-piece molecular cluster, C78H86ClNO6Si overall, with ωB97M-V with the def2-TZVPD basis set.

Spin multiplicity: 1
Orbital gap in eV: 8.2
LUMO in eV: -1.01
Structure (SMILES): CC(=O)NCCCCc1ccc(C[C@@H](C)Cl)c2c1C(=O)c1cc(CC(=O)O)cc(CCO[Si](C)(C)C)c1C2=O.c1ccccc1.c1ccccc1.c1ccccc1.c1ccccc1.c1ccccc1.c1ccccc1.c1ccccc1.c1ccccc1

Last column: Löwdin charge in e.
Cartesian coordinates (Å):
C: 7.115 3.185 0.239  -0.01
C: 5.607 3.350 0.503  -0.52
O: 5.128 2.807 1.484  0.05
N: 4.886 4.148 -0.376  0.05
C: 3.446 3.874 -0.384  -0.18
C: 3.035 2.687 -1.328  -0.16
C: 1.933 3.200 -2.277  -0.19
C: 1.230 2.103 -3.101  -0.13
C: 0.875 0.852 -2.304  -0.17
C: 1.728 -0.253 -2.452  0.00
C: 1.437 -1.402 -1.781  -0.01
C: 0.324 -1.562 -0.949  -0.15
C: 0.158 -2.934 -0.318  -0.17
C: 1.298 -3.206 0.693  -0.68
C: 1.154 -2.437 2.030  -0.09
Cl: 1.577 -4.982 0.919  0.65
C: -0.520 -0.486 -0.770  -0.01
C: -0.222 0.740 -1.482  -0.04
C: -1.156 1.892 -1.323  -0.25
O: -0.875 3.060 -1.522  0.09
C: -2.574 1.559 -0.859  -0.08
C: -3.535 2.501 -1.151  0.04
C: -4.842 2.312 -0.751  -0.18
C: -5.953 3.314 -0.996  -0.03
C: -7.078 2.699 -1.827  -0.48
O: -6.922 2.390 -2.982  0.12
O: -8.271 2.520 -1.176  0.07
C: -5.137 1.149 -0.057  0.02
C: -4.191 0.197 0.252  -0.13
C: -4.682 -1.006 1.060  -0.10
C: -4.877 -0.730 2.572  -0.25
O: -3.673 -0.973 3.288  -0.21
Si: -2.980 0.383 4.009  0.46
C: -1.107 0.045 4.017  -0.15
C: -3.225 2.002 3.078  -0.14
C: -3.474 0.618 5.822  -0.15
C: -2.856 0.382 -0.154  -0.03
C: -1.728 -0.579 0.145  -0.22
O: -1.787 -1.351 1.079  0.09
H: 7.273 2.469 -0.578  0.08
H: 7.576 2.830 1.162  0.08
H: 7.564 4.148 -0.044  0.08
H: 5.277 4.133 -1.310  0.10
H: 3.036 3.736 0.620  0.10
H: 2.959 4.782 -0.772  0.11
H: 3.929 2.307 -1.844  0.12
H: 2.679 1.878 -0.673  0.11
H: 2.421 3.876 -3.001  0.10
H: 1.255 3.827 -1.693  0.10
H: 0.314 2.450 -3.598  0.12
H: 1.916 1.788 -3.902  0.12
H: 2.603 -0.173 -3.093  0.13
H: 2.106 -2.256 -1.912  0.13
H: 0.310 -3.666 -1.130  0.11
H: -0.834 -3.138 0.087  0.12
H: 2.214 -2.845 0.212  0.08
H: 2.039 -1.797 2.146  0.08
H: 0.257 -1.816 2.049  0.04
H: 1.202 -3.163 2.850  0.07
H: -3.258 3.409 -1.682  0.14
H: -6.365 3.562 -0.003  0.12
H: -5.593 4.267 -1.400  0.14
H: -8.618 1.662 -1.460  0.13
H: -6.175 1.037 0.270  0.13
H: -5.692 -1.237 0.673  0.12
H: -4.101 -1.914 0.882  0.12
H: -5.597 -1.493 2.923  0.12
H: -5.339 0.246 2.781  0.09
H: -0.985 -1.046 3.953  0.03
H: -0.594 0.494 4.870  0.03
H: -0.741 0.434 3.057  0.00
H: -4.292 2.281 3.051  0.03
H: -2.723 2.779 3.680  0.05
H: -2.769 2.030 2.084  0.02
H: -2.562 0.889 6.377  0.03
H: -4.184 1.439 5.993  0.03
H: -3.832 -0.310 6.288  0.02
C: -8.289 2.523 2.174  -0.10
C: -8.478 3.898 2.152  -0.10
C: -8.220 4.652 3.289  -0.09
C: -7.763 4.033 4.445  -0.09
C: -7.570 2.658 4.467  -0.09
C: -7.838 1.903 3.332  -0.10
H: -8.494 1.935 1.288  0.08
H: -8.828 4.381 1.248  0.10
H: -8.373 5.724 3.274  0.10
H: -7.557 4.622 5.330  0.10
H: -7.212 2.174 5.367  0.09
H: -7.693 0.829 3.350  0.10
C: 2.715 -8.747 1.181  -0.09
C: 3.579 -7.676 0.994  -0.11
C: 4.919 -7.908 0.711  -0.09
C: 5.392 -9.209 0.606  -0.10
C: 4.527 -10.278 0.790  -0.10
C: 3.189 -10.048 1.081  -0.10
H: 1.671 -8.566 1.405  0.10
H: 3.208 -6.660 1.069  0.00
H: 5.595 -7.073 0.572  0.09
H: 6.436 -9.389 0.381  0.10
H: 4.896 -11.293 0.707  0.10
H: 2.516 -10.883 1.230  0.10
C: 7.418 5.175 -5.285  -0.09
C: 6.807 5.518 -6.484  -0.09
C: 5.424 5.607 -6.558  -0.09
C: 4.651 5.361 -5.431  -0.09
C: 5.263 5.021 -4.233  -0.10
C: 6.646 4.924 -4.160  -0.09
H: 8.497 5.103 -5.229  0.10
H: 7.410 5.716 -7.361  0.10
H: 4.947 5.869 -7.494  0.10
H: 3.572 5.435 -5.488  0.10
H: 4.658 4.831 -3.354  0.08
H: 7.123 4.653 -3.225  0.09
C: -3.898 -2.647 -4.309  -0.09
C: -3.317 -3.438 -5.291  -0.10
C: -1.977 -3.270 -5.613  -0.09
C: -1.219 -2.318 -4.945  -0.09
C: -1.794 -1.530 -3.960  -0.08
C: -3.138 -1.692 -3.646  -0.08
H: -4.944 -2.775 -4.060  0.10
H: -3.908 -4.185 -5.806  0.10
H: -1.523 -3.882 -6.383  0.10
H: -0.171 -2.188 -5.189  0.08
H: -1.207 -0.787 -3.437  0.08
H: -3.594 -1.072 -2.882  0.10
C: 2.205 -2.550 -7.199  -0.10
C: 3.246 -1.725 -7.609  -0.09
C: 4.430 -1.688 -6.885  -0.09
C: 4.578 -2.483 -5.756  -0.09
C: 3.541 -3.310 -5.350  -0.10
C: 2.354 -3.341 -6.067  -0.11
H: 1.280 -2.575 -7.760  0.10
H: 3.132 -1.110 -8.492  0.10
H: 5.239 -1.040 -7.200  0.10
H: 5.503 -2.459 -5.193  0.08
H: 3.657 -3.932 -4.470  0.10
H: 1.544 -3.983 -5.743  0.10
C: -5.819 -2.036 9.980  -0.10
C: -6.707 -1.018 10.301  -0.10
C: -7.308 -0.276 9.293  -0.10
C: -7.028 -0.559 7.963  -0.10
C: -6.143 -1.579 7.642  -0.11
C: -5.535 -2.315 8.650  -0.09
H: -5.348 -2.612 10.766  0.10
H: -6.930 -0.802 11.338  0.10
H: -7.995 0.522 9.543  0.10
H: -7.500 0.016 7.176  0.09
H: -5.926 -1.801 6.604  0.10
H: -4.841 -3.107 8.399  0.10
C: -0.556 5.060 2.177  -0.09
C: -0.444 3.773 1.670  -0.10
C: 0.565 2.933 2.122  -0.10
C: 1.458 3.377 3.089  -0.09
C: 1.343 4.663 3.599  -0.09
C: 0.339 5.506 3.141  -0.09
H: -1.340 5.716 1.820  0.10
H: -1.141 3.425 0.922  0.08
H: 0.657 1.931 1.720  0.10
H: 2.243 2.720 3.444  0.11
H: 2.038 5.009 4.354  0.10
H: 0.254 6.511 3.535  0.10
C: 6.732 -3.350 -2.471  -0.09
C: 7.775 -2.527 -2.874  -0.10
C: 8.955 -2.495 -2.144  -0.10
C: 9.096 -3.293 -1.017  -0.09
C: 8.054 -4.119 -0.617  -0.09
C: 6.870 -4.145 -1.341  -0.09
H: 5.809 -3.373 -3.039  0.08
H: 7.667 -1.909 -3.757  0.09
H: 9.766 -1.848 -2.454  0.10
H: 10.018 -3.271 -0.450  0.10
H: 8.165 -4.743 0.262  0.10
H: 6.056 -4.785 -1.026  0.09

---

No. 4
Computed, not measured: one molecule with the formula C4H10N2O, with ωB97M-V with the def2-TZVPD basis set.

Spin multiplicity: 1
Relative energy (zero: lowest compared OMol25 entry of this formula, charge and spin) in kcal per mole: 15.1
Orbital gap in eV: 10.4
LUMO in eV: 0.74
Structure (SMILES): CC(C)NC(N)=O

Last column: Löwdin charge in e.
Cartesian coordinates (Å):
C: 0.942 -0.703 1.549  -0.07
C: -0.278 -0.645 0.649  -0.40
C: -0.136 -1.721 -0.410  -0.08
N: -0.453 0.736 0.150  0.07
C: -0.181 1.141 -1.116  -0.60
N: -0.727 2.444 -1.432  0.11
O: 0.390 0.472 -1.957  0.04
H: 1.121 0.315 1.909  0.07
H: 0.914 -1.481 2.295  0.07
H: 1.841 -0.944 0.938  0.09
H: -1.187 -0.743 1.232  0.13
H: -0.838 -1.520 -1.231  0.08
H: -0.406 -2.702 0.046  0.09
H: 0.851 -1.929 -0.781  0.07
H: -0.957 1.380 0.742  0.13
H: -0.052 2.952 -2.040  0.10
H: -0.844 2.950 -0.545  0.07

---

Number 1: maximum force 3.7 eV/Å, HOMO energy -3.0 eV. Number 2: maximum force 0.6 eV/Å, HOMO energy -7.6 eV. Number 3: maximum force 1.7 eV/Å, HOMO energy -9.2 eV. Number 4: maximum force 2.1 eV/Å, HOMO energy -9.7 eV.